{"formula": "C25H68O9", "method": "ωB97M-V with the def2-TZVPD basis set", "elements": ["C", "C", "C", "O", "H", "H", "H", "H", "H", "H", "H", "H", "C", "C", "C", "O", "H", "H", "H", "H", "H", "H", "H", "H", "C", "C", "C", "O", "H", "H", "H", "H", "H", "H", "H", "H", "C", "C", "O", "C", "C", "H", "H", "H", "H", "H", "H", "H", "H", "H", "H", "C", "C", "O", "C", "C", "H", "H", "H", "H", "H", "H", "H", "H", "H", "H", "C", "C", "O", "H", "H", "H", "H", "H", "H", "C", "C", "O", "H", "H", "H", "H", "H", "H", "C", "C", "O", "H", "H", "H", "H", "H", "H", "C", "C", "O", "H", "H", "H", "H", "H", "H"], "coordinates": [[-27.210410, -13.664240, -0.493520], [-27.372800, -14.928050, -1.351270], [-27.797300, -14.584070, -2.823220], [-26.088050, -15.397150, -1.535110], [-26.290860, -13.115810, -0.697880], [-27.028260, -13.905570, 0.553700], [-28.083410, -13.011750, -0.508670], [-28.084260, -15.646820, -0.944690], [-27.302480, -13.737460, -3.299150], [-28.883040, -14.490870, -2.799090], [-27.684710, -15.591010, -3.225100], [-25.965180, -15.855140, -2.369830], [-27.438880, -17.793720, 3.920650], [-27.897000, -17.362190, 5.287150], [-29.158560, -18.000620, 5.879530], [-26.756320, -17.626480, 6.080480], [-28.277120, -17.521980, 3.279080], [-27.453230, -18.875200, 3.785330], [-26.465580, -17.448700, 3.571740], [-28.001200, -16.277710, 5.253110], [-28.937860, -19.021740, 6.190510], [-30.035830, -17.815940, 5.259540], [-29.325030, -17.394380, 6.769960], [-26.157100, -16.878390, 6.026700], [-25.982900, -23.687880, 5.120850], [-26.259020, -25.135960, 5.487160], [-27.578540, -25.285220, 6.163280], [-26.510530, -25.849760, 4.268540], [-26.828820, -23.265660, 4.578410], [-25.080100, -23.622010, 4.513630], [-25.746810, -23.096330, 6.005400], [-25.397450, -25.445730, 6.078630], [-27.612720, -24.619920, 7.026010], [-27.594070, -26.289430, 6.586860], [-28.463910, -25.121700, 5.548890], [-26.792720, -26.744480, 4.472100], [-35.299320, -17.510660, 5.244640], [-35.650780, -18.783160, 4.436810], [-36.751420, -18.453340, 3.626990], [-37.277650, -19.458380, 2.870780], [-38.566280, -18.909540, 2.433850], [-36.219880, -17.048100, 5.600580], [-34.565190, -17.721140, 6.022370], [-34.844920, -16.772200, 4.584110], [-34.805920, -19.134140, 3.844260], [-35.942130, -19.505750, 5.199090], [-36.623540, -19.671950, 2.025410], [-37.395870, -20.448910, 3.310080], [-39.218120, -18.646410, 3.266900], [-39.255610, -19.517020, 1.847430], [-38.423080, -18.011080, 1.833540], [-24.619390, -13.813820, 7.136590], [-23.232830, -14.267100, 7.138040], [-23.346510, -15.431580, 6.404680], [-22.149130, -16.202310, 6.340800], [-22.344960, -17.316100, 5.306280], [-25.306820, -14.594500, 7.462290], [-24.713230, -12.961600, 7.809650], [-25.030990, -13.465310, 6.189370], [-22.760100, -13.390360, 6.695350], [-22.974730, -14.476000, 8.176230], [-21.242350, -15.637730, 6.123800], [-22.056170, -16.752260, 7.277290], [-21.423850, -17.851480, 5.076030], [-22.752760, -16.999900, 4.346160], [-23.034560, -18.029210, 5.757970], [-24.551650, -20.586070, 11.754080], [-25.241070, -19.922900, 10.518520], [-24.524130, -20.221900, 9.349350], [-24.780900, -20.078770, 12.691200], [-23.468730, -20.630890, 11.638450], [-24.797430, -21.634940, 11.920160], [-25.259180, -18.840230, 10.393630], [-26.266020, -20.252090, 10.347650], [-24.799300, -19.504670, 8.773630], [-31.652010, -18.459510, -1.110170], [-30.801290, -19.695720, -0.881840], [-30.103130, -20.103750, -2.059350], [-32.539010, -18.713540, -1.690490], [-31.162860, -17.600050, -1.568610], [-32.088830, -18.130090, -0.167420], [-31.511690, -20.467230, -0.584850], [-30.126810, -19.490850, -0.050460], [-29.229960, -20.381150, -1.772600], [-23.222590, -20.661350, -0.748760], [-24.768990, -20.669530, -0.483900], [-25.470010, -21.468420, -1.384390], [-22.859460, -21.627640, -0.398730], [-22.715740, -19.874770, -0.189750], [-22.947400, -20.576300, -1.800010], [-25.181510, -19.666700, -0.594660], [-24.938630, -21.069900, 0.515610], [-25.071370, -22.338750, -1.456470], [-30.517420, -11.204830, 6.377020], [-29.644510, -12.151170, 7.210050], [-30.528990, -13.102120, 7.808910], [-31.317020, -11.700640, 5.826640], [-29.930460, -10.571430, 5.711910], [-31.166210, -10.668970, 7.069870], [-28.878110, -11.834040, 7.917270], [-29.065510, -12.722320, 6.484350], [-30.210000, -13.323950, 8.686770]], "forces_ev_per_a": [[-0.1, -0.4, 1.0], [0.2, 2.8, -2.1], [-1.8, -1.2, 2.0], [2.1, -1.3, 1.1], [-0.2, 0.0, -0.8], [-0.3, -0.4, 0.2], [0.0, 0.0, -0.2], [0.1, -0.2, 0.2], [0.2, -0.4, 0.1], [-0.2, 0.6, -0.4], [0.3, 0.3, -1.2], [-0.3, -0.1, 0.1], [-2.1, -0.9, -1.2], [1.3, 0.2, -0.7], [1.1, 1.2, 0.3], [0.3, -0.4, 2.0], [0.3, 0.5, -0.8], [0.3, -0.3, 0.5], [-0.3, 0.5, 0.2], [-0.5, 0.2, 0.0], [-0.4, -0.1, -0.3], [0.1, -0.6, -0.2], [-0.2, -0.3, 0.3], [0.1, 0.0, 0.0], [0.4, -0.1, -0.2], [-1.3, 1.0, -1.4], [0.1, 0.0, 2.4], [1.6, -0.1, -0.7], [0.1, 0.1, 0.0], [-0.1, -0.1, -0.3], [-0.3, 0.0, 0.2], [-0.1, -0.8, 0.0], [-0.3, 0.1, 0.2], [-0.4, -0.2, 0.0], [0.4, 0.1, -0.2], [0.0, 0.0, 0.1], [0.3, -0.2, -1.2], [-0.1, 1.2, 1.2], [1.0, 0.8, 1.5], [0.0, -1.3, -1.4], [-2.4, 0.6, -1.0], [0.1, -0.3, 0.4], [-0.3, 0.0, 0.2], [0.1, 0.0, -0.1], [0.1, -0.2, 0.0], [0.0, -0.6, -0.3], [0.2, 0.1, -0.5], [0.0, 0.0, 1.0], [0.4, 0.2, 0.4], [0.6, -0.6, -0.3], [0.1, 0.1, 0.1], [-2.7, 1.3, 0.9], [-1.3, 0.3, 0.2], [1.9, -1.0, -1.2], [-0.5, -1.2, -0.7], [-0.2, -0.1, 0.1], [0.0, -0.1, 0.3], [-0.2, 0.1, 0.2], [0.5, -0.1, -0.3], [1.5, -0.6, -0.2], [0.7, 0.1, 0.0], [-0.2, 0.4, 0.1], [0.4, 0.4, 0.4], [0.1, 0.1, 0.3], [-0.1, 0.3, 0.1], [-0.1, -0.1, -0.3], [-0.2, 0.4, -0.4], [0.2, -0.2, 0.3], [0.7, -0.7, -1.1], [0.0, 0.2, -0.1], [0.0, 0.5, -0.2], [-0.6, 0.0, -0.4], [-0.2, 0.4, 1.9], [-0.3, -0.2, 0.6], [0.4, -0.4, -0.7], [-0.7, 0.1, -0.1], [-0.4, 0.5, -0.1], [-0.1, 0.3, 0.4], [0.2, 0.0, -0.4], [0.2, -0.2, 0.0], [0.2, 0.0, 0.3], [0.2, -0.4, 0.2], [0.2, -0.2, 0.0], [0.1, -0.1, -0.2], [-1.0, -0.4, 0.3], [1.5, 0.3, -0.1], [-0.6, -0.4, -1.0], [0.3, 0.0, 0.0], [-0.1, 0.0, 0.1], [-0.3, 0.2, -0.1], [0.0, 0.0, 0.2], [0.0, 0.4, 0.3], [0.1, 0.0, 0.1], [-0.2, 0.4, 1.3], [-0.4, -1.6, -1.6], [-0.1, 0.1, 0.5], [0.7, -0.8, -0.4], [-0.2, 0.1, 0.2], [0.4, 0.8, 0.1], [-0.5, 1.0, 0.1], [0.3, -0.1, -0.2], [0.0, 0.0, 0.0]], "homo_energy_ev": -9.746, "total_charge": 0, "orbital_gap_ev": 10.06, "smiles": "CC(C)O.CC(C)O.CC(C)O.CCOCC.CCOCC.CCO.CCO.CCO.CCO", "e_above_lowest_kcal_mol": 130.8, "spin_multiplicity": 1, "molar_mass_g_mol": 512.810, "lumo_energy_ev": 0.312}

***

{"formula": "C4H11NO2", "method": "ωB97M-V with the def2-TZVPD basis set", "elements": ["C", "C", "C", "C", "N", "O", "O", "H", "H", "H", "H", "H", "H", "H", "H", "H", "H", "H"], "coordinates": [[1.764800, -0.418182, 0.315326], [-0.753354, -0.462716, 0.488691], [0.754251, 0.548896, -1.593370], [-2.191906, -0.588171, 0.017815], [1.692061, 0.617266, -0.523094], [2.001943, -0.222278, 1.622076], [-0.596757, 0.664150, 1.397118], [1.238597, 0.305987, 1.950794], [-0.840465, 1.461572, 0.909615], [1.746964, 1.516743, -0.060680], [1.887342, -1.417116, -0.075926], [-0.482834, -1.335542, 1.080358], [0.954123, -0.286735, -2.264872], [0.700326, 1.486162, -2.143397], [-0.194799, 0.004379, -0.773313], [-2.491086, 0.279164, -0.582409], [-2.294939, -1.471532, -0.618324], [-2.894267, -0.682046, 0.853594]], "forces_ev_per_a": [[-0.3, 0.4, -0.1], [0.3, 0.1, -0.1], [0.0, 0.0, 0.0], [0.0, 0.0, 0.1], [-0.1, -0.3, 0.4], [0.0, 0.0, -0.2], [0.0, -0.1, -0.1], [0.0, 0.0, -0.1], [0.0, -0.1, 0.0], [0.0, -0.1, 0.0], [0.0, 0.0, 0.0], [0.0, 0.0, 0.0], [0.0, 0.0, 0.0], [0.0, 0.0, 0.0], [0.0, 0.0, 0.1], [0.0, 0.0, 0.0], [0.0, 0.0, 0.0], [0.0, 0.0, 0.0]], "homo_energy_ev": -6.969, "total_charge": 0, "orbital_gap_ev": 7.81, "e_above_lowest_kcal_mol": 108.9, "spin_multiplicity": 1, "molar_mass_g_mol": 105.137, "lumo_energy_ev": 0.845}

***

{"formula": "C5H8Br2", "method": "ωB97M-V with the def2-TZVPD basis set", "elements": ["C", "C", "C", "C", "C", "Br", "Br", "H", "H", "H", "H", "H", "H", "H", "H"], "coordinates": [[-1.433355, 2.289338, -0.119310], [1.868636, -0.837588, 0.099255], [-1.239044, 0.984946, -0.168300], [1.507283, -2.155077, -0.535930], [-0.786663, 0.399623, 1.124488], [2.333107, 0.394545, -1.281877], [-1.846718, -0.221244, -1.425155], [-0.981870, 2.915373, 0.627397], [-1.948027, 2.836717, -0.873355], [1.656484, -2.391861, -1.604202], [0.457065, -2.192631, -0.248625], [2.117619, -2.898624, 0.141598], [0.259358, -0.095704, 1.007817], [-1.460754, -0.198612, 1.539228], [-0.503121, 1.170799, 1.716971]], "forces_ev_per_a": [[-0.1, 0.5, -1.6], [0.5, -0.4, -1.4], [-0.3, 0.7, 2.3], [1.6, -0.5, 1.6], [4.9, -0.5, -3.8], [-0.1, -0.1, 0.4], [-0.3, -0.3, -0.8], [-0.1, -0.2, 0.6], [-0.2, 0.2, -0.8], [-0.1, 0.5, 0.5], [-0.3, -0.6, 0.1], [-1.4, 1.0, -1.2], [-1.8, 0.0, 0.1], [-2.8, -2.7, 1.8], [0.3, 2.4, 2.2]], "homo_energy_ev": -8.816, "total_charge": 0, "orbital_gap_ev": 8.24, "e_above_lowest_kcal_mol": 102.1, "spin_multiplicity": 1, "molar_mass_g_mol": 227.927, "lumo_energy_ev": -0.575}